[1]
Here is a molecular structure, C18H50BF4N4O5Pd from the OMol25 dataset. Energies are from the ωB97M-V functional and the def2-TZVPD basis.

* electronic energy: -50698.521 eV
* frontier orbital gap (alpha / beta): 0.2931 / 0.1850 hartree
* largest force on an atom: 0.040 Eh/bohr
* multiplicity: 3
* HOMO level (alpha / beta): -10.74 / -10.74 eV
* charge: +1
* relative energy (zero: lowest compared OMol25 entry of this formula, charge and spin): 4.59 kcal/mol

Geometry (Å):
Pd -17.90 4.84 10.23
B -16.75 5.16 7.15
F -16.54 4.41 6.03
F -17.29 6.43 6.89
F -17.69 4.53 8.03
F -15.56 5.30 7.89
C -17.34 -0.53 6.90
C -16.93 0.90 6.55
O -17.76 1.80 7.26
H -18.43 -0.54 7.00
H -16.96 -0.75 7.89
H -17.06 -1.26 6.14
H -16.94 1.10 5.47
H -15.88 1.00 6.86
H -17.71 2.68 6.88
C -13.98 7.25 3.46
C -13.82 5.75 3.40
C -13.10 5.14 4.59
O -11.90 5.82 4.90
C -10.81 5.37 4.14
N -14.97 4.90 3.06
H -14.68 7.62 4.23
H -14.41 7.68 2.55
H -13.02 7.78 3.47
H -13.17 5.56 2.53
H -12.87 4.09 4.40
H -13.73 5.19 5.48
H -10.90 5.68 3.10
H -10.69 4.28 4.21
H -9.83 5.73 4.47
H -15.42 4.54 3.90
H -15.77 5.45 2.73
C -16.03 0.75 10.43
C -16.50 2.15 10.79
C -15.37 3.13 10.52
O -15.80 4.45 10.85
C -14.72 5.40 10.74
N -17.75 2.60 10.09
H -15.13 0.54 11.01
H -15.67 0.71 9.40
H -16.74 -0.04 10.66
H -16.71 2.20 11.86
H -14.98 3.07 9.50
H -14.51 2.92 11.17
H -15.06 6.41 10.93
H -14.31 5.35 9.73
H -13.92 5.06 11.40
H -17.60 2.34 9.09
H -18.34 1.78 10.27
C -19.13 8.96 10.20
C -19.00 7.45 10.40
C -20.06 6.77 9.56
O -19.88 5.32 9.50
C -20.58 4.76 8.36
N -17.68 6.98 9.88
H -18.27 9.52 10.56
H -20.00 9.31 10.77
H -19.32 9.18 9.15
H -19.06 7.17 11.46
H -19.93 7.14 8.53
H -21.10 6.89 9.87
H -21.63 5.03 8.47
H -20.48 3.69 8.46
H -20.19 5.17 7.43
H -16.92 7.46 10.36
H -17.53 7.19 8.89
C -15.03 10.20 6.08
C -15.83 10.19 7.38
C -17.15 10.94 7.18
O -17.96 10.61 6.05
C -18.52 9.30 6.01
N -16.00 8.77 7.86
H -15.07 11.23 5.71
H -15.55 9.61 5.32
H -14.01 9.83 6.15
H -15.24 10.66 8.17
H -16.87 11.99 7.07
H -17.81 10.83 8.05
H -17.95 8.66 5.35
H -19.53 9.44 5.63
H -18.57 8.89 7.02
H -16.55 8.33 7.13
H -15.11 8.33 7.60

How positive or negative is each atom? The Löwdin charges in e answer that: atom 1 (Pd): 1.2245, atom 2 (B): -1.2596, atom 3 (F): 0.1760, atom 4 (F): 0.1226, atom 5 (F): 0.0283, atom 6 (F): 0.1194, atom 7 (C): -0.0666, atom 8 (C): -0.2936, atom 9 (O): -0.1095, atom 10 (H): 0.0787, atom 11 (H): 0.0541, atom 12 (H): 0.0799, atom 13 (H): 0.1202, atom 14 (H): 0.1062, atom 15 (H): 0.0593, atom 16 (C): -0.0542, atom 17 (C): -0.4402, atom 18 (C): -0.2055, atom 19 (O): -0.1853, atom 20 (C): -0.1206, atom 21 (N): 0.0420, atom 22 (H): 0.0604, atom 23 (H): 0.0813, atom 24 (H): 0.0814, atom 25 (H): 0.1256, atom 26 (H): 0.1246, atom 27 (H): 0.1194, atom 28 (H): 0.0878, atom 29 (H): 0.0894, atom 30 (H): 0.0873, atom 31 (H): 0.0448, atom 32 (H): 0.0707, atom 33 (C): -0.0358, atom 34 (C): -0.3893, atom 35 (C): -0.1772, atom 36 (O): -0.2992, atom 37 (C): -0.0451, atom 38 (N): 0.0107, atom 39 (H): 0.0960, atom 40 (H): 0.0787, atom 41 (H): 0.0935, atom 42 (H): 0.1466, atom 43 (H): 0.1462, atom 44 (H): 0.1412, atom 45 (H): 0.0836, atom 46 (H): 0.0903, atom 47 (H): 0.1039, atom 48 (H): 0.0633, atom 49 (H): 0.1126, atom 50 (C): -0.0309, atom 51 (C): -0.3711, atom 52 (C): -0.1442, atom 53 (O): -0.3214, atom 54 (C): -0.0403, atom 55 (N): 0.0234, atom 56 (H): 0.0904, atom 57 (H): 0.0953, atom 58 (H): 0.0656, atom 59 (H): 0.1427, atom 60 (H): 0.1289, atom 61 (H): 0.1482, atom 62 (H): 0.1039, atom 63 (H): 0.0992, atom 64 (H): 0.1018, atom 65 (H): 0.0929, atom 66 (H): 0.0674, atom 67 (C): -0.0553, atom 68 (C): -0.3869, atom 69 (C): -0.1920, atom 70 (O): -0.1766, atom 71 (C): -0.0931, atom 72 (N): 0.0483, atom 73 (H): 0.0878, atom 74 (H): 0.0676, atom 75 (H): 0.0826, atom 76 (H): 0.1327, atom 77 (H): 0.1287, atom 78 (H): 0.1104, atom 79 (H): 0.0881, atom 80 (H): 0.0951, atom 81 (H): 0.0516, atom 82 (H): 0.0141, atom 83 (H): 0.0761

[2]
Here is C11H9N2P in the gas phase from the OMol25 dataset. Energies are from the ωB97M-V functional and the def2-TZVPD basis.

* electronic energy: -23819.843 eV
* frontier orbital gap (alpha / beta): 0.2515 / 0.2515 hartree
* largest force on an atom: 0.072 Eh/bohr
* multiplicity: 1
* SMILES: Cn1/c(=P\C#N)ccc2ccccc21
* HOMO level (alpha / beta): -7.60 / -7.60 eV
* charge: 0
* relative energy (zero: lowest compared OMol25 entry of this formula, charge and spin): 0.00 kcal/mol

Geometry (Å):
C 1.19 1.39 -1.84
N -0.03 1.11 -1.05
C -1.08 2.01 -1.09
P -1.74 2.79 -2.48
C -1.04 1.72 -3.68
N -0.83 0.93 -4.52
C -1.73 2.21 0.16
C -1.35 1.44 1.22
C -0.69 0.23 1.01
C -0.78 -0.78 1.95
C -0.06 -1.92 1.76
C 0.64 -2.16 0.58
C 0.64 -1.20 -0.45
C -0.03 0.00 -0.20
H 1.14 2.38 -2.17
H 2.00 1.41 -1.09
H 1.38 0.47 -2.49
H -2.40 3.03 0.17
H -1.74 1.71 2.25
H -1.42 -0.59 2.80
H 0.13 -2.49 2.57
H 1.14 -3.13 0.47
H 1.20 -1.38 -1.27

How positive or negative is each atom? The natural (NBO) charges in e answer that: atom 1 (C): -0.4081, atom 2 (N): -0.4072, atom 3 (C): -0.0799, atom 4 (P): 0.4166, atom 5 (C): -0.0938, atom 6 (N): -0.3383, atom 7 (C): -0.2443, atom 8 (C): -0.1318, atom 9 (C): -0.1482, atom 10 (C): -0.1438, atom 11 (C): -0.2293, atom 12 (C): -0.1691, atom 13 (C): -0.2555, atom 14 (C): 0.2580, atom 15 (H): 0.2325, atom 16 (H): 0.2007, atom 17 (H): 0.2261, atom 18 (H): 0.2310, atom 19 (H): 0.2223, atom 20 (H): 0.2142, atom 21 (H): 0.2088, atom 22 (H): 0.2218, atom 23 (H): 0.2172

[3]
Here is a molecular structure, C21H21GeN5O6SYb from the OMol25 dataset. Energies are from the ωB97M-V functional and the def2-TZVPD basis.

* electronic energy: -140738.129 eV
* frontier orbital gap (alpha / beta): 0.2520 / 0.2535 hartree
* largest force on an atom: 0.056 Eh/bohr
* multiplicity: 2
* HOMO level (alpha / beta): -5.95 / -5.99 eV
* charge: -1
* relative energy (zero: lowest compared OMol25 entry of this formula, charge and spin): 0.00 kcal/mol

Geometry (Å):
Yb -3.58 -17.44 2.26
O -6.08 -16.59 -5.30
C -5.49 -15.75 -4.48
O -5.40 -14.60 -4.79
C -5.02 -16.36 -3.20
C -4.06 -15.71 -2.47
C -3.47 -16.33 -1.39
C -3.91 -17.59 -1.07
C -4.98 -18.23 -1.72
C -5.47 -17.60 -2.80
N -3.25 -18.25 0.01
C -2.90 -19.48 -0.11
C -2.17 -20.19 0.99
C -1.89 -21.53 0.88
C -1.36 -22.19 1.98
C -1.10 -21.47 3.12
C -1.44 -20.12 3.15
N -1.97 -19.50 2.10
H -6.19 -17.42 -4.88
H -3.74 -14.70 -2.74
H -2.65 -15.87 -0.83
H -5.24 -19.25 -1.41
H -6.21 -18.11 -3.39
H -3.09 -20.14 -1.00
H -2.34 -22.05 0.00
H -1.14 -23.23 1.99
H -0.72 -21.97 4.00
H -1.28 -19.59 4.07
O -5.75 -19.73 0.50
S -5.85 -18.85 1.65
O -7.17 -18.78 2.23
O -4.79 -19.20 2.67
O -5.43 -17.46 1.26
C -3.73 -12.08 2.50
Ge -3.56 -13.93 3.09
C -2.37 -13.81 4.65
C -5.34 -14.59 3.51
C -2.93 -15.18 1.76
H -4.43 -11.47 3.06
H -4.05 -11.99 1.46
H -2.81 -11.47 2.56
H -2.13 -14.83 5.06
H -2.77 -13.12 5.40
H -1.37 -13.40 4.34
H -5.69 -15.07 2.56
H -6.08 -13.84 3.91
H -5.19 -15.37 4.25
H -1.95 -14.85 1.38
H -3.71 -14.94 1.02
N -3.08 -17.24 4.57
C -2.56 -17.50 5.61
C -1.74 -17.87 6.68
C -1.08 -16.88 7.51
N -0.54 -16.03 8.06
C -1.51 -19.22 6.97
N -1.39 -20.35 7.29

How positive or negative is each atom? The natural (NBO) charges in e answer that: atom 1 (Yb): 2.0029, atom 2 (O): -0.6558, atom 3 (C): 0.7762, atom 4 (O): -0.5760, atom 5 (C): -0.1901, atom 6 (C): -0.1425, atom 7 (C): -0.2226, atom 8 (C): 0.1427, atom 9 (C): -0.1489, atom 10 (C): -0.2158, atom 11 (N): -0.4912, atom 12 (C): 0.2048, atom 13 (C): 0.1351, atom 14 (C): -0.2089, atom 15 (C): -0.1506, atom 16 (C): -0.2275, atom 17 (C): 0.0872, atom 18 (N): -0.4572, atom 19 (H): 0.4785, atom 20 (H): 0.2369, atom 21 (H): 0.2500, atom 22 (H): 0.2651, atom 23 (H): 0.1810, atom 24 (H): 0.1876, atom 25 (H): 0.2283, atom 26 (H): 0.2206, atom 27 (H): 0.2390, atom 28 (H): 0.2215, atom 29 (O): -1.0435, atom 30 (S): 2.6015, atom 31 (O): -0.9822, atom 32 (O): -1.0701, atom 33 (O): -1.0858, atom 34 (C): -1.1027, atom 35 (Ge): 1.6407, atom 36 (C): -1.0945, atom 37 (C): -1.1170, atom 38 (C): -1.5673, atom 39 (H): 0.2183, atom 40 (H): 0.2203, atom 41 (H): 0.2191, atom 42 (H): 0.2267, atom 43 (H): 0.2226, atom 44 (H): 0.2218, atom 45 (H): 0.2421, atom 46 (H): 0.2357, atom 47 (H): 0.2303, atom 48 (H): 0.2318, atom 49 (H): 0.2249, atom 50 (N): -0.6011, atom 51 (C): 0.5041, atom 52 (C): -0.5919, atom 53 (C): 0.3103, atom 54 (N): -0.3699, atom 55 (C): 0.3017, atom 56 (N): -0.3960

[4]
Here is C6H11NO in the gas phase from the OMol25 dataset. Energies are from the ωB97M-V functional and the def2-TZVPD basis.

* electronic energy: -9936.734 eV
* frontier orbital gap: 0.3874 hartree
* largest force on an atom: 0.034 Eh/bohr
* multiplicity: 1
* SMILES: CCC(=O)N1C[C@@H]1C
* HOMO level: -9.50 eV
* charge: 0
* relative energy (zero: lowest compared OMol25 entry of this formula, charge and spin): 39.67 kcal/mol

Geometry (Å):
C -1.65 1.37 0.31
C -2.12 0.00 -0.21
C -1.02 -1.05 -0.05
O -1.19 -2.19 -0.40
N 0.18 -0.60 0.52
C 1.29 -1.50 0.65
C 1.29 -0.45 -0.46
C 2.12 0.82 -0.37
H -0.70 1.80 -0.16
H -2.44 2.05 0.22
H -1.50 1.22 1.36
H -2.99 -0.29 0.41
H -2.42 -0.12 -1.27
H 1.21 -2.54 0.33
H 1.90 -1.28 1.54
H 0.99 -0.75 -1.45
H 1.79 1.40 0.51
H 3.24 0.69 -0.22
H 2.01 1.43 -1.27

How positive or negative is each atom? The natural (NBO) charges in e answer that: atom 1 (C): -0.6024, atom 2 (C): -0.5019, atom 3 (C): 0.7070, atom 4 (O): -0.5731, atom 5 (N): -0.4963, atom 6 (C): -0.2394, atom 7 (C): -0.0550, atom 8 (C): -0.6406, atom 9 (H): 0.2082, atom 10 (H): 0.2061, atom 11 (H): 0.2167, atom 12 (H): 0.2357, atom 13 (H): 0.2320, atom 14 (H): 0.2229, atom 15 (H): 0.2076, atom 16 (H): 0.2065, atom 17 (H): 0.2283, atom 18 (H): 0.2207, atom 19 (H): 0.2169

[5]
Here is CH2N2O3 in the gas phase from the OMol25 dataset. Energies are from the ωB97M-V functional and the def2-TZVPD basis.

* electronic energy: -10185.324 eV
* frontier orbital gap (alpha / beta): 0.3283 / 0.3283 hartree
* largest force on an atom: 0.062 Eh/bohr
* multiplicity: 1
* SMILES: NC(=O)n1oo1
* HOMO level (alpha / beta): -10.34 / -10.34 eV
* charge: 0
* relative energy (zero: lowest compared OMol25 entry of this formula, charge and spin): 110.06 kcal/mol

Geometry (Å):
N -1.32 -0.04 0.30
C -0.13 -0.51 -0.13
O 0.09 -1.52 -0.73
N 0.93 0.40 0.37
O 2.12 0.09 -0.16
O 1.83 1.37 -0.66
H -2.15 -0.58 0.15
H -1.37 0.80 0.86

How positive or negative is each atom? The natural (NBO) charges in e answer that: atom 1 (N): -0.8010, atom 2 (C): 0.7018, atom 3 (O): -0.5356, atom 4 (N): 0.0438, atom 5 (O): -0.1134, atom 6 (O): -0.1260, atom 7 (H): 0.4155, atom 8 (H): 0.4149

[6]
Here is a molecular structure, C52H40AsN2O2PRuS from the OMol25 dataset. Energies are from the ωB97M-V functional and the def2-TZVPD basis.

* electronic energy: -145184.381 eV
* frontier orbital gap (alpha / beta): 0.1734 / 0.0995 hartree
* largest force on an atom: 0.035 Eh/bohr
* multiplicity: 2
* HOMO level (alpha / beta): -9.44 / -8.44 eV
* charge: +1
* relative energy (zero: lowest compared OMol25 entry of this formula, charge and spin): 117.27 kcal/mol

Geometry (Å):
Ru -0.87 0.98 0.77
C -4.21 0.02 -6.51
C -3.83 0.57 -5.16
C -4.45 1.71 -4.65
C -4.09 2.23 -3.42
C -3.09 1.60 -2.69
C -2.45 0.47 -3.18
C -2.83 -0.04 -4.40
S -2.66 2.27 -1.14
O -1.19 2.44 -1.09
O -3.45 3.45 -0.90
N -2.92 1.11 -0.02
C -3.38 1.67 1.19
C -4.66 2.05 1.55
C -4.83 2.55 2.83
C -3.75 2.67 3.70
C -2.50 2.26 3.27
N -2.34 1.78 2.03
H -5.18 0.39 -6.83
H -4.24 -1.07 -6.49
H -3.47 0.32 -7.26
H -5.23 2.19 -5.23
H -4.57 3.11 -3.02
H -1.67 -0.01 -2.60
H -2.34 -0.93 -4.78
H -5.47 1.96 0.85
H -5.81 2.87 3.15
H -3.87 3.06 4.69
H -1.62 2.31 3.89
C -3.00 -2.82 5.03
C -1.63 -2.97 5.20
C -0.75 -2.28 4.38
C -1.24 -1.43 3.39
C -2.62 -1.30 3.21
C -3.49 -2.00 4.04
P -0.09 -0.54 2.31
C 0.85 -1.78 1.40
C 0.29 -3.04 1.21
C 0.41 -3.85 0.11
C 0.84 -3.45 -1.26
C 1.97 -2.42 -1.52
C 1.90 -1.11 0.57
C 1.07 0.44 3.30
C 1.80 0.01 4.38
C 2.69 0.89 5.02
C 2.84 2.17 4.57
C 2.11 2.64 3.46
C 2.24 3.97 2.96
C 1.51 4.37 1.88
C 0.63 3.48 1.23
C 0.48 2.19 1.66
C 1.21 1.76 2.81
H -3.68 -3.36 5.68
H -1.24 -3.63 5.96
H 0.31 -2.44 4.49
H -3.01 -0.67 2.42
H -4.56 -1.89 3.89
H -0.34 -3.42 2.01
H -0.07 -4.82 0.17
H 0.99 -4.35 -1.85
H 2.64 -2.77 -2.31
H 2.48 -0.42 1.21
H 1.70 -1.00 4.75
H 3.27 0.54 5.87
H 3.53 2.84 5.06
H 2.93 4.65 3.46
H 1.61 5.39 1.52
H 0.07 3.84 0.37
C -0.30 -2.50 -4.43
C -0.70 -2.98 -3.25
C -0.18 -2.47 -1.95
C 0.93 -1.39 -2.07
C 1.19 -0.83 -3.43
C 0.63 -1.37 -4.52
As 0.91 0.03 -0.68
C 2.41 1.08 -1.22
C 2.25 2.42 -1.54
C 3.35 3.20 -1.83
C 4.62 2.64 -1.77
C 4.78 1.30 -1.45
C 3.68 0.46 -1.20
C 3.90 -0.98 -0.96
C 5.07 -1.58 -1.39
C 5.43 -2.87 -1.03
C 4.66 -3.57 -0.06
C 3.47 -3.09 0.34
C 2.84 -1.90 -0.34
H -0.69 -2.92 -5.35
H -1.42 -3.80 -3.21
H -1.01 -2.21 -1.29
H 1.87 0.00 -3.53
H 0.86 -0.97 -5.49
H 1.25 2.84 -1.55
H 3.23 4.25 -2.08
H 5.49 3.24 -1.96
H 5.78 0.90 -1.38
H 5.75 -1.02 -2.02
H 6.35 -3.29 -1.40
H 5.05 -4.48 0.38
H 2.89 -3.60 1.09

Atomic partial charges in e from the Löwdin method, atoms 1 to 99: atom 1 (Ru): 0.7654, atom 2 (C): -0.0415, atom 3 (C): -0.2550, atom 4 (C): -0.0222, atom 5 (C): -0.0386, atom 6 (C): -0.2885, atom 7 (C): -0.0409, atom 8 (C): -0.0232, atom 9 (S): 0.6184, atom 10 (O): -0.4200, atom 11 (O): -0.2744, atom 12 (N): -0.2037, atom 13 (C): -0.4433, atom 14 (C): 0.0041, atom 15 (C): -0.0380, atom 16 (C): -0.0444, atom 17 (C): -0.0899, atom 18 (N): -0.0242, atom 19 (H): 0.0792, atom 20 (H): 0.0819, atom 21 (H): 0.0887, atom 22 (H): 0.1186, atom 23 (H): 0.1147, atom 24 (H): 0.0892, atom 25 (H): 0.0940, atom 26 (H): 0.1249, atom 27 (H): 0.1147, atom 28 (H): 0.1093, atom 29 (H): 0.1233, atom 30 (C): -0.0675, atom 31 (C): -0.0672, atom 32 (C): -0.0995, atom 33 (C): -0.3412, atom 34 (C): -0.0816, atom 35 (C): -0.0631, atom 36 (P): 0.9762, atom 37 (C): -0.3223, atom 38 (C): -0.1114, atom 39 (C): -0.0199, atom 40 (C): -0.1650, atom 41 (C): -0.1283, atom 42 (C): -0.3375, atom 43 (C): -0.2931, atom 44 (C): -0.0679, atom 45 (C): -0.0669, atom 46 (C): -0.0185, atom 47 (C): -0.1683, atom 48 (C): -0.0391, atom 49 (C): -0.0709, atom 50 (C): -0.1129, atom 51 (C): -0.2689, atom 52 (C): -0.2132, atom 53 (H): 0.1094, atom 54 (H): 0.1093, atom 55 (H): 0.0941, atom 56 (H): 0.0845, atom 57 (H): 0.1100, atom 58 (H): 0.1041, atom 59 (H): 0.1156, atom 60 (H): 0.1467, atom 61 (H): 0.1635, atom 62 (H): 0.1282, atom 63 (H): 0.0880, atom 64 (H): 0.1063, atom 65 (H): 0.1170, atom 66 (H): 0.1115, atom 67 (H): 0.1058, atom 68 (H): 0.0827, atom 69 (C): -0.0924, atom 70 (C): -0.0448, atom 71 (C): -0.2004, atom 72 (C): -0.3975, atom 73 (C): -0.0717, atom 74 (C): -0.0684, atom 75 (As): 1.3713, atom 76 (C): -0.2865, atom 77 (C): -0.0712, atom 78 (C): -0.0303, atom 79 (C): -0.0445, atom 80 (C): -0.0106, atom 81 (C): -0.1559, atom 82 (C): -0.0238, atom 83 (C): -0.0152, atom 84 (C): 0.0286, atom 85 (C): -0.0383, atom 86 (C): 0.0574, atom 87 (C): -0.3208, atom 88 (H): 0.1088, atom 89 (H): 0.1215, atom 90 (H): 0.1397, atom 91 (H): 0.1047, atom 92 (H): 0.1101, atom 93 (H): 0.0921, atom 94 (H): 0.1193, atom 95 (H): 0.1154, atom 96 (H): 0.1119, atom 97 (H): 0.1175, atom 98 (H): 0.1234, atom 99 (H): 0.1192

Question: Which of these has the highest multiplicity?
Answer: C18H50BF4N4O5Pd

Question: The highest multiplicity belongs to which entry?
Answer: C18H50BF4N4O5Pd